*a*
{"formula": "C4H10O", "method": "ωB97M-V with the def2-TZVPD basis set", "symbols": ["C", "C", "C", "C", "O", "H", "H", "H", "H", "H", "H", "H", "H", "H", "H"], "coordinates": [[0.96, 0.16, 1.16], [-1.50, 0.80, 0.75], [1.24, -0.15, -1.61], [-0.17, 0.37, 0.14], [0.02, 0.24, -1.12], [1.96, 0.11, 0.67], [1.00, 1.03, 1.90], [0.72, -0.61, 1.95], [-1.22, 0.80, 1.81], [-2.38, 0.13, 0.63], [-1.74, 1.72, 0.28], [1.26, -0.53, -2.58], [-0.91, -2.08, -1.59], [1.87, -0.61, -0.91], [-1.11, -1.38, -1.49]], "mol_weight_g_mol": 74.12, "charge": 0, "e_lumo_ev": [0.72, 1.01], "orbital_gap_ev": [7.35, 8.46]}

*b*
{"formula": "C4H10O", "method": "ωB97M-V with the def2-TZVPD basis set", "symbols": ["C", "C", "C", "C", "O", "H", "H", "H", "H", "H", "H", "H", "H", "H", "H"], "coordinates": [[1.26, -0.86, -0.02], [0.17, -0.12, 0.21], [0.20, 1.18, 0.94], [-1.20, -0.55, -0.25], [-1.29, -1.96, -0.25], [1.19, -1.82, -0.51], [2.24, -0.50, 0.27], [1.18, 1.68, 0.90], [-0.56, 1.89, 0.59], [-0.03, 0.95, 1.98], [-1.36, -0.14, -1.26], [-1.96, -0.09, 0.40], [-2.09, -2.21, -0.72], [1.16, 1.80, -1.57], [1.32, 1.08, -1.55]], "smiles": "C=C(C)CO.[H][H]", "mol_weight_g_mol": 74.12, "charge": 0, "e_lumo_ev": 0.90, "orbital_gap_ev": 10.10}

It is *a* that is the least stable of them.

*a*
{"formula": "C4H10O", "method": "ωB97M-V with the def2-TZVPD basis set", "symbols": ["C", "C", "C", "C", "O", "H", "H", "H", "H", "H", "H", "H", "H", "H", "H"], "coordinates": [[0.25, 1.43, 0.53], [0.14, -0.01, 0.29], [1.29, -0.68, -0.16], [-1.21, -0.47, -0.22], [-1.31, -1.87, -0.11], [1.18, 1.81, 0.94], [-0.65, 2.01, 0.75], [1.01, 1.47, -1.15], [0.11, 0.23, 1.46], [1.19, -1.70, -0.54], [1.33, 0.71, -1.33], [2.26, -0.38, 0.21], [-1.27, -0.14, -1.27], [-2.01, 0.04, 0.34], [-2.05, -2.15, -0.66]], "mol_weight_g_mol": 74.12, "charge": 0, "e_lumo_ev": 0.87, "orbital_gap_ev": 8.69}

*b*
{"formula": "C4H10O", "method": "ωB97M-V with the def2-TZVPD basis set", "symbols": ["C", "C", "C", "C", "O", "H", "H", "H", "H", "H", "H", "H", "H", "H", "H"], "coordinates": [[0.04, -1.95, -0.21], [-0.28, -0.69, 0.59], [0.42, 0.55, 0.06], [-0.05, 1.88, 0.60], [1.31, 0.48, -0.77], [1.12, -2.10, -0.29], [-0.35, -1.87, -1.23], [-0.40, -2.83, 0.26], [-1.36, -0.49, 0.61], [0.02, -0.80, 1.64], [-1.11, 2.02, 0.35], [0.03, 1.90, 1.70], [0.53, 2.69, 0.17], [-1.65, 0.59, -2.09], [-0.91, 0.57, -2.21]], "smiles": "CCC(C)=O.[H][H]", "mol_weight_g_mol": 74.12, "charge": 0, "e_lumo_ev": 1.07, "orbital_gap_ev": 10.72}

*c*
{"formula": "C4H10O", "method": "ωB97M-V with the def2-TZVPD basis set", "symbols": ["C", "O", "C", "C", "C", "H", "H", "H", "H", "H", "H", "H", "H", "H", "H"], "coordinates": [[-1.82, 0.84, -0.76], [-0.46, 1.06, -0.40], [0.34, -0.01, -0.61], [1.78, 0.36, -0.36], [0.07, -1.17, 1.22], [-2.32, 1.81, -0.72], [-2.29, 0.16, -0.04], [-1.89, 0.41, -1.77], [-0.03, -1.06, -0.19], [1.94, 0.94, 0.56], [2.12, 0.97, -1.20], [2.39, -0.55, -0.33], [0.97, -1.75, 1.42], [-0.84, -1.76, 1.38], [0.04, -0.25, 1.80]], "mol_weight_g_mol": 74.12, "charge": 0, "e_lumo_ev": 1.15, "orbital_gap_ev": 8.67}

It is *a* that is the least stable of them.

*a*
{"formula": "C4H10O", "method": "ωB97M-V with the def2-TZVPD basis set", "symbols": ["C", "C", "C", "C", "O", "H", "H", "H", "H", "H", "H", "H", "H", "H", "H"], "coordinates": [[-0.99, -0.64, 1.01], [-0.33, 0.15, -0.04], [-0.41, -0.29, -1.37], [0.93, 0.84, 0.42], [1.28, 1.84, -0.52], [-1.94, -1.12, 0.76], [-0.85, -0.36, 2.05], [-0.10, -2.09, 0.22], [-1.29, 0.74, 0.31], [0.23, 0.18, -2.11], [0.09, -1.92, -0.58], [-1.32, -0.76, -1.72], [1.71, 0.07, 0.49], [0.78, 1.27, 1.42], [2.19, 2.10, -0.35]], "mol_weight_g_mol": 74.12, "charge": 0, "e_lumo_ev": 0.81, "orbital_gap_ev": 8.51}

*b*
{"formula": "C4H10O", "method": "ωB97M-V with the def2-TZVPD basis set", "symbols": ["C", "C", "C", "C", "H", "H", "H", "H", "H", "H", "H", "H", "O", "H", "H"], "coordinates": [[0.03, 0.04, -1.75], [0.61, 0.55, -0.62], [-0.13, 1.12, 0.55], [-0.29, 0.09, 1.67], [-1.04, -0.05, -1.86], [0.59, 0.00, -2.67], [1.69, 0.66, -0.63], [0.47, 1.95, 0.93], [-1.01, 1.61, 0.19], [0.60, -0.13, 2.24], [-1.15, 0.29, 2.32], [-0.60, -0.72, 1.02], [-0.06, -1.89, -0.09], [0.15, -2.65, -0.65], [0.15, -0.89, -0.65]], "smiles": "C=CCC.O", "mol_weight_g_mol": 74.12, "charge": 0, "e_lumo_ev": 0.82, "orbital_gap_ev": 10.27}

*c*
{"formula": "C4H10O", "method": "ωB97M-V with the def2-TZVPD basis set", "symbols": ["C", "C", "C", "C", "O", "H", "H", "H", "H", "H", "H", "H", "H", "H", "H"], "coordinates": [[0.18, 0.15, -2.25], [0.20, 0.62, -1.01], [-0.83, 0.30, 0.05], [-0.26, 0.13, 1.45], [-1.36, 0.12, 2.34], [-0.58, -0.55, -2.59], [0.93, 0.44, -2.98], [0.99, 1.31, -0.71], [-1.39, -0.61, -0.22], [-1.55, 1.12, 0.11], [0.32, -0.81, 1.53], [0.43, 0.96, 1.68], [-1.02, -0.01, 3.24], [2.04, -1.85, -0.57], [1.89, -1.33, -0.06]], "smiles": "C=CCCO.[H][H]", "mol_weight_g_mol": 74.12, "charge": 0, "e_lumo_ev": 0.97, "orbital_gap_ev": 10.60}

It is *a* that is the least stable of them.

*a*
{"formula": "C4H10O", "method": "ωB97M-V with the def2-TZVPD basis set", "symbols": ["C", "O", "C", "C", "C", "H", "H", "H", "H", "H", "H", "H", "H", "H", "H"], "coordinates": [[1.59, -0.95, -0.76], [0.92, -0.60, 0.32], [-0.25, -0.04, 0.37], [-1.10, -0.04, -0.84], [-0.77, 0.24, 1.74], [1.60, 1.33, -0.89], [1.06, -1.08, -1.70], [2.55, -1.40, -0.55], [1.09, 1.71, -0.48], [-1.35, -1.07, -1.14], [-0.59, 0.42, -1.70], [-2.03, 0.51, -0.66], [-1.25, 1.23, 1.78], [0.05, 0.23, 2.47], [-1.52, -0.50, 2.06]], "mol_weight_g_mol": 74.12, "charge": 0, "e_lumo_ev": [1.08, 1.09], "orbital_gap_ev": [8.12, 7.92]}

*b*
{"formula": "C4H10O", "method": "ωB97M-V with the def2-TZVPD basis set", "symbols": ["C", "C", "O", "H", "H", "H", "H", "C", "C", "H", "H", "H", "H", "H", "H"], "coordinates": [[-2.14, 0.77, -0.69], [-1.94, 1.88, 0.07], [-2.37, 3.12, -0.36], [-1.67, -0.24, -0.32], [-3.09, 0.67, -1.30], [-1.54, 1.77, 1.05], [-1.73, 3.67, 0.06], [1.77, -2.11, 0.66], [1.89, -0.76, -0.29], [0.84, -2.73, 0.56], [1.83, -1.83, 1.75], [2.57, -2.82, 0.40], [1.10, -0.09, -0.14], [2.78, -0.12, -0.15], [1.69, -1.18, -1.31]], "smiles": "C=CO.CC", "mol_weight_g_mol": 74.12, "charge": 0, "e_lumo_ev": 0.78, "orbital_gap_ev": 9.81}

It is *a* that is the least stable of them.

*a*
{"formula": "C4H10O", "method": "ωB97M-V with the def2-TZVPD basis set", "symbols": ["C", "O", "H", "H", "C", "C", "C", "H", "H", "H", "H", "H", "H", "H", "H"], "coordinates": [[2.70, -0.10, 1.08], [1.90, -0.99, 1.04], [2.80, 0.70, 1.83], [3.47, -0.11, 0.32], [0.02, 0.76, -0.60], [-1.42, 0.32, -0.85], [-1.68, -0.93, -0.01], [0.69, -0.11, -0.89], [0.23, 1.76, -0.96], [0.18, 0.97, 0.49], [-1.98, 1.18, -0.35], [-1.56, 0.26, -1.95], [-2.65, -1.37, -0.25], [-1.79, -0.67, 1.12], [-0.93, -1.66, 0.00]], "smiles": "C=O.CCC", "mol_weight_g_mol": 74.12, "charge": 0, "e_lumo_ev": 0.79, "orbital_gap_ev": 11.04}

*b*
{"formula": "C4H10O", "method": "ωB97M-V with the def2-TZVPD basis set", "symbols": ["C", "C", "C", "H", "H", "H", "H", "H", "H", "C", "O", "H", "H", "H", "H"], "coordinates": [[0.48, 1.58, 0.51], [0.93, 0.36, 0.78], [0.47, -0.51, 1.91], [0.87, 2.16, -0.33], [-0.30, 2.04, 1.12], [1.69, -0.08, 0.12], [1.26, -0.60, 2.67], [-0.42, -0.09, 2.40], [0.22, -1.51, 1.56], [-0.93, -0.24, -1.93], [-0.75, -1.19, -0.91], [-1.86, -0.42, -2.50], [-0.09, -0.20, -2.63], [-1.01, 0.74, -1.45], [-0.56, -2.04, -1.32]], "smiles": "C=CC.CO", "mol_weight_g_mol": 74.12, "charge": 0, "e_lumo_ev": 0.94, "orbital_gap_ev": 10.22}

*c*
{"formula": "C4H10O", "method": "ωB97M-V with the def2-TZVPD basis set", "symbols": ["C", "C", "C", "O", "C", "H", "H", "H", "H", "H", "H", "H", "H", "H", "H"], "coordinates": [[2.47, -0.26, -0.04], [1.18, 0.52, 0.04], [-0.07, -0.35, 0.05], [-1.18, 0.51, -0.02], [-2.39, -0.21, -0.02], [2.57, -0.91, 0.84], [2.47, -0.90, -0.96], [3.34, 0.40, -0.11], [1.13, 1.12, 0.96], [1.10, 1.25, -0.81], [-0.07, -1.08, -0.78], [-0.09, -1.00, 0.94], [-2.42, -0.90, -0.88], [-3.22, 0.52, -0.13], [-2.46, -0.79, 0.94]], "smiles": "CCCOC", "mol_weight_g_mol": 74.12, "charge": 0, "e_lumo_ev": 1.16, "orbital_gap_ev": 10.99}

It is *a* that is the least stable of them.

*a*
{"formula": "C3H6NO2S", "method": "ωB97M-V with the def2-TZVPD basis set", "symbols": ["O", "C", "N", "C", "C", "O", "S", "H", "H", "H", "H", "H", "H"], "coordinates": [[-2.50, 1.47, 0.05], [-1.90, 0.33, 0.14], [-0.61, 0.40, -0.08], [0.34, -0.73, -0.11], [1.79, -0.17, -0.02], [2.55, -1.28, 0.09], [2.48, 1.27, -0.01], [-3.43, 1.39, -0.15], [-2.51, -0.48, 0.37], [-0.10, 1.33, -0.32], [0.39, -1.17, -1.12], [0.02, -1.22, 0.81], [3.49, -1.14, 0.33]], "smiles": "O/C=[NH+]/CC(O)=S", "mol_weight_g_mol": 120.15, "charge": 1, "e_lumo_ev": -4.60, "orbital_gap_ev": 8.72}

*b*
{"formula": "C3H6NO2S", "method": "ωB97M-V with the def2-TZVPD basis set", "symbols": ["O", "C", "C", "N", "C", "O", "S", "H", "H", "H", "H", "H", "H"], "coordinates": [[-2.79, 0.41, 1.26], [-1.73, 0.36, 0.73], [-0.46, -0.50, 1.09], [0.40, -0.71, -0.10], [0.77, 0.58, -0.74], [1.04, 0.33, -2.04], [-1.22, 1.45, -0.55], [0.01, -0.04, 2.04], [-0.76, -1.61, 1.36], [1.21, -1.15, 0.22], [0.10, -1.19, -0.89], [1.52, 1.23, -0.12], [1.91, 0.86, -2.27]], "smiles": "O=C1C[NH2+][C@@H](O)S1", "mol_weight_g_mol": 120.15, "charge": 1, "e_lumo_ev": -4.27, "orbital_gap_ev": 10.06}

It is *b* that is the least stable of them.